# 1
The following is a DFT calculation (ωB97M-V/def2-TZVPD) of a molecular structure, C15H37GaGeN3OS4SbSi.

Values from the calculation:
HOMO level (alpha / beta) = -0.4093 / -0.4141 hartree
relative energy (zero: lowest compared OMol25 entry of this formula, charge and spin) = 0.616 eV
2S+1 = 2
total energy = -189318.92719 eV
max |F| = 0.4 eV Å⁻¹
charge = +1
<S²> = 0.757

CARTESIAN COORDINATES (ANGSTROEM)
Ga (-0.363, -2.202, 0.289)
S (0.524, -3.318, -3.904)
Sb (2.045, -2.531, -2.233)
S (0.648, -0.670, -1.380)
S (0.748, -3.959, -0.830)
O (-1.949, -0.175, 0.547)
H (-2.015, 0.254, -0.315)
H (-2.853, -0.232, 0.876)
C (1.338, -3.146, 3.105)
Si (0.122, -1.816, 2.606)
C (-1.465, -1.954, 3.589)
C (0.867, -0.109, 2.783)
H (1.530, -3.088, 4.181)
H (2.292, -3.030, 2.587)
H (0.962, -4.146, 2.884)
H (-1.289, -1.638, 4.621)
H (-1.832, -2.983, 3.612)
H (-2.255, -1.323, 3.178)
H (1.362, -0.018, 3.754)
H (0.089, 0.655, 2.725)
H (1.609, 0.100, 2.010)
C (3.499, 3.920, -2.749)
C (2.492, 4.099, -3.880)
C (1.106, 3.527, -3.592)
C (1.075, 2.011, -3.334)
Ge (1.443, 1.487, -1.489)
C (0.329, 2.438, -0.193)
C (0.964, 3.701, 0.401)
C (2.124, 3.416, 1.348)
C (2.724, 4.693, 1.924)
H (4.408, 4.490, -2.942)
H (3.797, 2.877, -2.631)
H (3.094, 4.268, -1.794)
H (2.883, 3.637, -4.792)
H (2.382, 5.162, -4.102)
H (0.462, 3.741, -4.448)
H (0.660, 4.064, -2.747)
H (1.748, 1.485, -4.015)
H (0.072, 1.620, -3.525)
H (2.919, 1.341, -1.110)
H (0.066, 1.736, 0.602)
H (-0.597, 2.690, -0.719)
H (0.193, 4.254, 0.946)
H (1.302, 4.372, -0.395)
H (2.902, 2.851, 0.824)
H (1.772, 2.770, 2.158)
H (3.110, 5.336, 1.131)
H (3.546, 4.474, 2.605)
H (1.974, 5.262, 2.477)
C (-4.750, -4.462, 2.177)
C (-3.596, -5.107, 1.403)
C (-3.208, -4.297, 0.210)
N (-2.382, -3.312, 0.234)
N (-2.187, -2.681, -0.971)
C (-2.868, -3.234, -1.937)
N (-2.828, -2.812, -3.216)
S (-3.864, -4.542, -1.381)
H (-5.001, -5.064, 3.048)
H (-5.642, -4.376, 1.557)
H (-4.470, -3.465, 2.519)
H (-3.866, -6.115, 1.086)
H (-2.713, -5.196, 2.037)
H (-1.986, -2.315, -3.478)
H (-3.200, -3.413, -3.932)



# 2
The following is a DFT calculation (ωB97M-V/def2-TZVPD) of a molecular structure, C15H37NO2PdSeSi3 in a non-equilibrium geometry.

Values from the calculation:
HOMO level (alpha / beta) = -0.5685 / -0.5981 hartree
2S+1 = 5
total energy = -114181.62288 eV
max |F| = 1.8 eV Å⁻¹
charge = +2
<S²> = 6.030

CARTESIAN COORDINATES (ANGSTROEM)
Pd (0.275, -0.104, -0.893)
C (-1.321, 3.197, -1.049)
O (-1.003, 1.924, -0.467)
Si (-1.640, 1.315, 0.964)
C (-3.485, 1.615, 1.039)
C (-0.792, 2.077, 2.449)
C (-1.148, -0.490, 0.603)
Si (0.215, -1.527, 1.527)
C (-0.731, -1.964, 3.112)
C (1.723, -0.429, 1.884)
C (0.828, -3.109, 0.707)
Si (-2.281, -1.525, -0.588)
C (-1.694, -3.147, -1.345)
C (-3.738, -1.893, 0.581)
C (-2.697, -0.417, -2.089)
H (-0.983, 4.006, -0.401)
H (-2.397, 3.283, -1.204)
H (-0.818, 3.273, -2.010)
H (-3.660, 2.682, 1.198)
H (-3.942, 1.086, 1.877)
H (-4.002, 1.322, 0.123)
H (-1.043, 3.139, 2.493)
H (0.293, 1.991, 2.431)
H (-1.156, 1.621, 3.372)
H (-1.242, -1.105, 3.547)
H (-0.001, -2.340, 3.835)
H (-1.462, -2.750, 2.920)
H (1.526, 0.255, 2.709)
H (2.064, 0.154, 1.024)
H (2.545, -1.083, 2.181)
H (0.070, -3.891, 0.730)
H (1.687, -3.478, 1.272)
H (1.147, -2.975, -0.329)
H (-1.657, -3.963, -0.624)
H (-0.724, -3.046, -1.827)
H (-2.420, -3.426, -2.113)
H (-3.434, -1.940, 1.626)
H (-4.166, -2.855, 0.295)
H (-4.506, -1.125, 0.481)
H (-2.335, 0.607, -2.020)
H (-3.785, -0.378, -2.192)
H (-2.293, -0.875, -2.991)
Se (1.198, 1.619, -3.774)
C (0.834, 0.038, -3.095)
N (0.643, -1.056, -2.689)
C (4.234, -0.953, -0.849)
C (3.820, 0.062, -1.899)
O (2.795, 0.965, -1.418)
C (3.354, 2.057, -0.657)
C (2.264, 3.014, -0.233)
H (4.967, -1.633, -1.283)
H (3.368, -1.535, -0.525)
H (4.691, -0.471, 0.014)
H (3.396, -0.450, -2.763)
H (4.678, 0.648, -2.233)
H (4.090, 2.568, -1.282)
H (3.875, 1.658, 0.217)
H (1.899, 3.594, -1.082)
H (2.648, 3.704, 0.517)
H (1.432, 2.460, 0.196)



# 3
The following is a DFT calculation (ωB97M-V/def2-TZVPD) of 3 unconnected molecules or ions with the total composition C15H38B2O4.

Values from the calculation:
HOMO level = -0.3534 hartree
total energy = -25716.13767 eV
max |F| = 0.2 eV Å⁻¹
structure (SMILES) = CCCCCCBCB(O)O.CCOCC.CCOCC
charge = 0

CARTESIAN COORDINATES (ANGSTROEM)
C (0.764, -1.356, -0.280)
C (0.731, -0.604, -1.620)
C (0.160, 0.817, -1.543)
C (-1.369, 0.928, -1.555)
C (-2.065, 0.621, -0.228)
C (-3.592, 0.863, -0.264)
B (-4.465, -0.390, -0.630)
C (-4.233, -1.304, -1.881)
B (-3.015, -2.292, -1.734)
O (-2.949, -3.075, -0.610)
O (-2.015, -2.457, -2.664)
H (1.764, -1.390, 0.154)
H (0.422, -2.388, -0.374)
H (0.127, -0.873, 0.459)
H (1.745, -0.550, -2.025)
H (0.149, -1.176, -2.346)
H (0.541, 1.321, -0.647)
H (0.542, 1.388, -2.394)
H (-1.775, 0.289, -2.348)
H (-1.638, 1.954, -1.830)
H (-1.623, 1.268, 0.535)
H (-1.849, -0.402, 0.088)
H (-3.791, 1.663, -0.993)
H (-3.926, 1.260, 0.698)
H (-5.380, -0.665, 0.098)
H (-4.123, -0.696, -2.786)
H (-5.108, -1.950, -2.011)
H (-2.222, -3.709, -0.641)
H (-2.097, -1.871, -3.426)
C (-2.351, -0.992, 3.185)
C (-1.611, -2.172, 2.583)
O (-0.220, -2.191, 2.865)
C (0.142, -2.295, 4.229)
C (-0.351, -3.561, 4.908)
H (-1.904, -0.052, 2.856)
H (-3.393, -1.011, 2.858)
H (-2.347, -1.012, 4.276)
H (-1.670, -2.130, 1.496)
H (-2.082, -3.114, 2.887)
H (-0.194, -1.413, 4.788)
H (1.232, -2.276, 4.225)
H (-1.440, -3.601, 4.962)
H (0.030, -3.601, 5.930)
H (0.000, -4.445, 4.374)
C (5.442, 4.807, -1.635)
C (3.968, 4.460, -1.511)
O (3.528, 3.468, -2.422)
C (4.164, 2.206, -2.321)
C (4.004, 1.536, -0.968)
H (5.678, 5.122, -2.652)
H (5.682, 5.626, -0.955)
H (6.086, 3.966, -1.377)
H (3.360, 5.334, -1.745)
H (3.734, 4.171, -0.480)
H (5.226, 2.283, -2.583)
H (3.688, 1.599, -3.093)
H (4.489, 2.096, -0.167)
H (4.454, 0.542, -0.994)
H (2.947, 1.429, -0.721)



# 4
The following is a DFT calculation (ωB97M-V/def2-TZVPD) of 4 unconnected molecules or ions with the total composition C15H38Br2N3O3P.

Values from the calculation:
HOMO level = -0.3292 hartree
total energy = -176155.22900 eV
max |F| = 0.4 eV Å⁻¹
structure (SMILES) = C/C(Br)=C(/P)Br.COC[C@@H](C)N.COC[C@@H](C)N.COC[C@@H](C)N
charge = 0

CARTESIAN COORDINATES (ANGSTROEM)
C (-4.725, -1.999, -1.048)
C (-3.502, -2.654, -0.481)
Br (-2.500, -3.643, -1.752)
C (-3.085, -2.580, 0.784)
P (-1.682, -3.334, 1.687)
Br (-4.124, -1.491, 1.963)
H (-5.623, -2.420, -0.590)
H (-4.790, -2.132, -2.124)
H (-4.724, -0.931, -0.828)
H (-1.317, -4.279, 0.705)
H (-0.732, -2.342, 1.343)
C (1.865, 1.143, -1.670)
C (2.318, 0.773, -0.264)
C (1.529, -0.391, 0.344)
O (0.207, -0.065, 0.738)
C (-0.768, -0.107, -0.288)
N (2.301, 1.972, 0.574)
H (0.933, 1.706, -1.658)
H (2.611, 1.777, -2.149)
H (1.718, 0.258, -2.294)
H (3.358, 0.434, -0.315)
H (2.033, -0.714, 1.260)
H (1.510, -1.243, -0.351)
H (-0.549, -0.903, -1.009)
H (-0.852, 0.839, -0.828)
H (-1.722, -0.324, 0.190)
H (2.725, 1.778, 1.475)
H (1.335, 2.218, 0.771)
C (1.158, -3.902, 5.218)
C (1.224, -2.711, 4.269)
C (2.562, -1.964, 4.287)
O (2.779, -1.162, 5.432)
C (3.319, -1.831, 6.554)
N (0.076, -1.843, 4.513)
H (1.017, -3.573, 6.249)
H (0.307, -4.531, 4.960)
H (2.067, -4.505, 5.172)
H (1.120, -3.095, 3.246)
H (2.577, -1.270, 3.442)
H (3.395, -2.669, 4.161)
H (4.042, -2.595, 6.247)
H (2.550, -2.309, 7.165)
H (3.832, -1.085, 7.159)
H (0.023, -1.128, 3.792)
H (0.219, -1.339, 5.383)
C (-1.769, 4.481, -5.839)
C (-1.860, 3.074, -5.260)
C (-1.308, 2.948, -3.837)
O (0.103, 2.988, -3.743)
C (0.683, 4.276, -3.694)
N (-1.247, 2.132, -6.196)
H (-0.750, 4.710, -6.152)
H (-2.406, 4.562, -6.719)
H (-2.081, 5.234, -5.112)
H (-2.921, 2.808, -5.190)
H (-1.595, 1.967, -3.445)
H (-1.749, 3.714, -3.184)
H (0.038, 4.979, -3.156)
H (0.882, 4.680, -4.690)
H (1.627, 4.185, -3.158)
H (-1.423, 1.178, -5.900)
H (-0.238, 2.249, -6.161)



# 5
The following is a DFT calculation (ωB97M-V/def2-TZVPD) of a molecular structure, C15H38ClN2O10V in a non-equilibrium geometry.

Values from the calculation:
HOMO level (alpha / beta) = -0.4463 / -0.4463 hartree
2S+1 = 2
total energy = -77822.14814 eV
max |F| = 4.0 eV Å⁻¹
charge = +1
<S²> = 0.788

CARTESIAN COORDINATES (ANGSTROEM)
O (19.857, -8.855, -10.351)
V (21.102, -7.959, -9.991)
Cl (19.745, -5.024, -11.860)
O (18.670, -4.272, -11.292)
O (19.975, -6.166, -10.962)
O (19.419, -5.529, -13.158)
O (20.950, -4.239, -11.908)
C (17.504, -12.039, -12.575)
C (18.095, -10.671, -12.775)
C (18.036, -10.219, -14.224)
O (17.407, -9.715, -11.945)
H (18.176, -12.816, -12.965)
H (16.570, -12.217, -13.109)
H (17.393, -12.324, -11.529)
H (19.121, -10.556, -12.417)
H (17.102, -10.463, -14.730)
H (18.812, -10.756, -14.787)
H (18.278, -9.164, -14.351)
H (16.502, -9.616, -12.263)
C (21.926, -11.626, -11.299)
O (22.049, -10.661, -10.264)
C (22.202, -11.234, -8.988)
C (22.524, -10.133, -7.990)
N (21.450, -9.133, -8.060)
C (21.627, -8.052, -7.057)
C (20.318, -7.317, -6.849)
O (19.717, -7.227, -8.131)
C (18.339, -6.882, -8.074)
H (22.748, -12.347, -11.282)
H (21.993, -11.074, -12.236)
H (20.956, -12.124, -11.254)
H (22.947, -12.037, -9.011)
H (21.268, -11.738, -8.690)
H (23.479, -9.702, -8.284)
H (22.559, -10.663, -7.035)
H (20.600, -9.579, -7.716)
H (22.461, -7.401, -7.334)
H (22.004, -8.481, -6.119)
H (20.541, -6.353, -6.389)
H (19.672, -7.934, -6.216)
H (17.968, -6.825, -9.097)
H (18.185, -5.848, -7.740)
H (17.763, -7.551, -7.437)
C (20.929, -8.209, -13.187)
O (21.750, -8.306, -12.021)
C (23.130, -8.374, -12.335)
C (23.943, -8.510, -11.079)
N (23.425, -7.591, -10.022)
C (23.563, -6.182, -10.476)
C (23.119, -5.259, -9.366)
O (21.769, -5.579, -9.139)
C (21.102, -4.555, -8.407)
H (21.238, -7.352, -13.788)
H (19.877, -8.114, -12.940)
H (21.042, -9.100, -13.815)
H (23.442, -7.478, -12.890)
H (23.359, -9.134, -13.091)
H (24.991, -8.291, -11.305)
H (23.926, -9.508, -10.656)
H (24.091, -7.649, -9.257)
H (23.019, -5.964, -11.394)
H (24.611, -5.939, -10.695)
H (23.255, -4.229, -9.704)
H (23.764, -5.436, -8.492)
H (20.066, -4.816, -8.238)
H (21.196, -3.617, -8.956)
H (21.581, -4.406, -7.430)



# 6
The following is a DFT calculation (ωB97M-V/def2-TZVPD) of a molecular structure, C15H38CuNO10P2 in a non-equilibrium geometry.

Values from the calculation:
HOMO level = -0.2228 hartree
total energy = -101356.92261 eV
max |F| = 3.2 eV Å⁻¹
charge = 0

CARTESIAN COORDINATES (ANGSTROEM)
Cu (-7.325, 0.738, 4.835)
O (-6.335, 0.935, 2.864)
H (-6.339, 0.398, 2.047)
C (-7.591, 2.907, 7.601)
O (-7.481, 2.195, 6.568)
N (-8.720, 3.569, 8.023)
C (-8.584, 4.638, 9.053)
C (-9.819, 3.690, 7.084)
H (-6.751, 3.080, 8.292)
H (-8.520, 5.649, 8.652)
H (-7.640, 4.570, 9.594)
H (-9.434, 4.572, 9.733)
H (-9.681, 3.157, 6.144)
H (-10.756, 3.428, 7.576)
H (-9.816, 4.732, 6.766)
C (-6.085, -4.355, 6.076)
C (-5.606, -3.744, 7.399)
O (-4.694, -2.603, 7.235)
P (-5.268, -1.123, 7.128)
O (-6.422, -0.921, 6.186)
O (-4.012, -0.225, 6.658)
C (-4.146, 1.255, 6.592)
C (-2.751, 1.750, 7.067)
O (-5.466, -0.709, 8.644)
C (-4.489, -0.961, 9.603)
C (-4.876, -2.262, 10.335)
H (-5.901, -3.676, 5.243)
H (-5.353, -5.140, 5.884)
H (-7.062, -4.830, 5.988)
H (-6.487, -3.471, 7.980)
H (-5.081, -4.481, 8.006)
H (-4.360, 1.466, 5.544)
H (-4.945, 1.656, 7.216)
H (-2.706, 2.838, 7.044)
H (-2.548, 1.374, 8.070)
H (-2.077, 1.211, 6.400)
H (-3.473, -1.000, 9.209)
H (-4.499, -0.157, 10.339)
H (-5.965, -2.272, 10.383)
H (-4.535, -3.149, 9.801)
H (-4.392, -2.243, 11.311)
C (-9.026, -1.596, 8.983)
C (-9.982, -0.602, 8.386)
O (-10.552, -1.222, 7.222)
P (-10.774, -0.358, 5.919)
O (-9.513, -0.023, 5.185)
O (-11.588, 0.955, 6.425)
C (-12.971, 0.882, 6.810)
C (-13.748, 2.036, 6.246)
O (-11.891, -1.200, 5.086)
C (-12.385, -0.738, 3.869)
C (-13.671, -1.560, 3.507)
H (-8.624, -1.271, 9.943)
H (-9.647, -2.459, 9.224)
H (-8.250, -1.862, 8.266)
H (-10.673, -0.300, 9.174)
H (-9.451, 0.336, 8.223)
H (-13.385, -0.086, 6.528)
H (-12.926, 0.948, 7.897)
H (-13.246, 2.895, 6.691)
H (-13.748, 2.160, 5.163)
H (-14.787, 2.044, 6.576)
H (-12.521, 0.342, 3.926)
H (-11.674, -0.944, 3.069)
H (-14.083, -1.318, 2.527)
H (-13.473, -2.631, 3.484)
H (-14.439, -1.396, 4.263)



# 7
The following is a DFT calculation (ωB97M-V/def2-TZVPD) of 3 unconnected molecules or ions with the total composition C15H38N2O8S2 in a non-equilibrium geometry.

Values from the calculation:
HOMO level = -0.3382 hartree
total energy = -57195.27583 eV
max |F| = 2.9 eV Å⁻¹
structure (SMILES) = CCCOCN(C)C[C@H](CN)OC.CCOS(C)(=O)=O.CCOS(C)(=O)=O
charge = 0

CARTESIAN COORDINATES (ANGSTROEM)
C (7.104, 1.966, -3.879)
C (6.688, 1.923, -2.293)
C (5.418, 2.936, -1.915)
O (4.113, 2.362, -2.281)
C (3.015, 2.994, -1.497)
N (2.194, 3.931, -2.355)
C (2.402, 5.339, -1.763)
C (0.704, 3.696, -2.226)
C (0.213, 2.209, -2.802)
C (-1.266, 2.502, -3.523)
N (-2.159, 3.086, -2.436)
O (-0.011, 1.303, -1.665)
C (-0.257, -0.083, -2.091)
H (8.087, 1.345, -4.017)
H (7.371, 3.089, -4.174)
H (6.273, 1.503, -4.598)
H (7.621, 2.328, -1.674)
H (6.500, 0.825, -1.888)
H (5.629, 3.931, -2.534)
H (5.544, 3.195, -0.778)
H (3.414, 3.605, -0.559)
H (2.398, 2.089, -1.039)
H (2.131, 5.368, -0.604)
H (1.656, 6.123, -2.266)
H (3.481, 5.759, -1.945)
H (0.277, 3.906, -1.154)
H (0.171, 4.484, -2.948)
H (1.021, 1.855, -3.571)
H (-1.725, 1.526, -3.992)
H (-1.024, 3.280, -4.388)
H (-3.125, 2.694, -2.490)
H (-2.198, 4.133, -2.559)
H (-1.074, -0.527, -1.342)
H (0.680, -0.796, -1.999)
H (-0.679, -0.204, -3.176)
O (-4.505, 1.337, 2.854)
S (-4.395, 0.579, 1.624)
O (-5.471, 0.515, 0.663)
O (-3.918, -0.939, 1.979)
C (-4.707, -1.708, 2.876)
C (-5.999, -2.172, 2.227)
C (-2.927, 1.096, 0.770)
H (-4.905, -1.145, 3.794)
H (-4.116, -2.587, 3.157)
H (-6.648, -1.324, 1.986)
H (-6.554, -2.836, 2.894)
H (-5.793, -2.697, 1.289)
H (-2.092, 1.118, 1.472)
H (-3.110, 2.097, 0.373)
H (-2.732, 0.403, -0.050)
O (-2.783, -6.052, 4.591)
S (-1.350, -6.257, 4.651)
O (-0.512, -5.553, 5.594)
O (-0.726, -6.074, 3.156)
C (-0.946, -4.846, 2.473)
C (-0.107, -3.724, 3.057)
C (-1.034, -7.995, 4.828)
H (-2.010, -4.589, 2.478)
H (-0.656, -5.000, 1.428)
H (-0.408, -3.497, 4.084)
H (-0.215, -2.810, 2.468)
H (0.950, -4.008, 3.086)
H (-1.632, -8.545, 4.100)
H (-1.320, -8.282, 5.842)
H (0.032, -8.178, 4.679)